Below is a 2-piece molecular cluster, C2H2ClNO2 overall at a distorted geometry, with properties calculated with ωB97M-V/def2-TZVPD.

Structure (XYZ):
```
8
C2H2ClNO2 | OMol25 | ωB97M-V/def2-TZVPD
C -0.1028 0.7893 -0.2117
C -0.7907 -0.1393 0.4928
N 1.1006 -1.2784 -0.0678
O 1.0520 1.2311 0.0684
O 1.8857 -0.4877 -0.3131
Cl -2.1677 -1.0353 -0.1090
H -0.4861 1.0669 -1.3431
H -0.4909 -0.1466 1.4836
```

Values from the calculation:
**Spin multiplicity**: 3
**E_LUMO (spin up / spin down)**: 0.69 / -2.87 eV
**ΔE to the lowest compared entry with this formula, charge and spin**: 1.797 eV
**HOMO (spin up / spin down)**: -8.08 / -10.47 eV

Below is one molecule with the formula C2H2ClNO2S at a distorted geometry, with properties calculated with ωB97M-V/def2-TZVPD.

Structure (XYZ):
```
9
C2H2ClNO2S | OMol25 | ωB97M-V/def2-TZVPD
C 0.0281 -0.5846 -0.0997
C -0.8263 -0.2442 1.0805
N 1.9350 0.7676 -2.0115
O 0.1547 1.9761 -0.7992
O 0.6355 -0.2180 1.0668
S 0.7647 0.7551 -1.1894
Cl -0.0695 -2.1114 -0.8256
H -1.3052 0.7995 1.2063
H -1.3170 -1.1401 1.5718
```

Values from the calculation:
**Spin multiplicity**: 3
**E_LUMO (spin up / spin down)**: -0.08 / -3.21 eV
**HOMO (spin up / spin down)**: -7.15 / -11.11 eV

Below is a 2-piece molecular cluster, C2H2ClNS overall at a distorted geometry, with properties calculated with ωB97M-V/def2-TZVPD.

Structure (XYZ):
```
7
C2H2ClNS | OMol25 | ωB97M-V/def2-TZVPD
C -0.9776 0.4227 0.8697
C -1.9747 -0.1010 0.4521
Cl -3.3056 -0.8476 -0.1284
H -0.1485 0.9402 1.2546
N 0.8987 -0.5814 -0.4970
S 1.5895 -1.7461 0.2518
H 0.3756 -0.8464 -1.3340
```

Values from the calculation:
**E_LUMO (spin up / spin down)**: -1.22 / -1.20 eV
**ΔE to the lowest compared entry with this formula, charge and spin**: 3.189 eV
**HOMO (spin up / spin down)**: -8.56 / -8.51 eV

Below is a 2-piece molecular cluster, C2H2ClNS overall at a distorted geometry, with properties calculated with ωB97M-V/def2-TZVPD.

Structure (XYZ):
```
7
C2H2ClNS | OMol25 | ωB97M-V/def2-TZVPD
C -0.7715 0.4137 0.0136
C -1.7749 1.2911 -0.0859
N -0.4774 0.1017 -1.3052
S -1.9585 0.8645 -1.8320
Cl -2.6979 2.2579 0.9242
H 0.6826 0.6022 1.5769
H -0.3019 -0.8608 -1.5731
```

Values from the calculation:
**E_LUMO (spin up / spin down)**: -0.71 / -1.21 eV
**ΔE to the lowest compared entry with this formula, charge and spin**: 5.174 eV
**HOMO (spin up / spin down)**: -8.94 / -8.89 eV

Below is C2H2ClNS2 as an isolated structure at a distorted geometry, with properties calculated with ωB97M-V/def2-TZVPD.

Structure (XYZ):
```
8
C2H2ClNS2 | OMol25 | ωB97M-V/def2-TZVPD
C 0.7564 0.5295 -0.5526
C 0.3393 -0.7698 -0.3114
N -1.7881 0.6101 -0.4670
S -0.5895 1.6330 -0.7465
S -1.3458 -0.8496 -0.0497
Cl -0.1884 -0.5930 2.7919
H 1.7576 0.9069 -0.5505
H 1.0584 -1.4670 -0.1142
```

Values from the calculation:
**E_LUMO (spin up / spin down)**: -2.20 / -2.20 eV
**ΔE to the lowest compared entry with this formula, charge and spin**: 0.498 eV
**HOMO (spin up / spin down)**: -8.19 / -8.19 eV

Below is C2H2ClNS2 as an isolated structure at a distorted geometry, with properties calculated with ωB97M-V/def2-TZVPD.

Structure (XYZ):
```
8
C2H2ClNS2 | OMol25 | ωB97M-V/def2-TZVPD
C -0.4835 0.0593 0.6225
C -1.1113 0.9868 -0.1698
N -2.5525 -1.1694 -0.2845
S -1.2338 -1.5083 0.6192
S -2.4526 0.2426 -0.9498
Cl 1.0106 -2.7125 -0.8547
H 0.3626 -0.0344 1.2954
H -0.7963 1.9683 -0.4859
```

Values from the calculation:
**E_LUMO (spin up / spin down)**: -2.07 / -2.08 eV
**ΔE to the lowest compared entry with this formula, charge and spin**: 0.524 eV
**HOMO (spin up / spin down)**: -8.35 / -8.35 eV

Below is C2H2CrFO2 as an isolated structure at a distorted geometry, with properties calculated with ωB97M-V/def2-TZVPD.

Structure (XYZ):
```
8
C2H2CrFO2 | OMol25 | ωB97M-V/def2-TZVPD
F -1.8089 -1.2642 -0.4931
C -1.4064 -0.1858 0.0130
C -1.2116 1.0153 0.1417
H -1.5007 2.0577 0.1002
O 1.1723 -1.0928 -0.6529
O 2.0516 -0.4847 0.3551
H 1.7693 -0.8751 1.1935
Cr 0.9345 0.8296 -0.6575
```

Values from the calculation:
**Spin multiplicity**: 4
**E_LUMO (spin up / spin down)**: -14.02 / -11.86 eV
**Charge**: +2
**ΔE to the lowest compared entry with this formula, charge and spin**: 3.888 eV
**HOMO (spin up / spin down)**: -21.77 / -22.00 eV

Below is C2H2Cu2O6 as an isolated structure at a distorted geometry, with properties calculated with ωB97M-V/def2-TZVPD.

Structure (XYZ):
```
12
C2H2Cu2O6 | OMol25 | ωB97M-V/def2-TZVPD
Cu 15.9382 23.5423 14.4980
Cu 13.9527 29.7717 8.3242
O 19.3101 27.0680 10.2645
C 18.2637 27.4742 10.9259
O 17.5605 28.3775 10.4454
O 17.7814 26.7875 11.8488
H 19.0937 27.6278 9.5152
O 12.2331 27.3998 11.8175
C 11.5207 26.4965 12.3505
O 10.3112 26.3913 12.0890
O 12.0517 25.6288 13.0533
H 12.9316 26.9547 12.3030
```

Values from the calculation:
**Spin multiplicity**: 3
**E_LUMO (spin up / spin down)**: -9.64 / -9.64 eV
**Charge**: +2
**HOMO (spin up / spin down)**: -17.55 / -17.11 eV

Below is C2H2CuFLiO2 as an isolated structure at a distorted geometry, with properties calculated with ωB97M-V/def2-TZVPD.

Structure (XYZ):
```
9
C2H2CuFLiO2 | OMol25 | ωB97M-V/def2-TZVPD
H 0.0604 1.5123 -1.4806
O 1.2087 1.3717 0.4988
C 0.7443 0.9930 -0.6219
C -0.4767 0.0836 -0.5496
O -0.6763 -0.5148 0.5363
Li 0.5776 0.4856 1.9784
Cu -1.8881 -1.9221 0.8886
F 1.6880 0.3303 -1.4799
H -1.3413 0.2284 -1.2218
```

Values from the calculation:
**Spin multiplicity**: 3
**E_LUMO (spin up / spin down)**: -5.53 / -6.99 eV
**Charge**: +1
**ΔE to the lowest compared entry with this formula, charge and spin**: 0.995 eV
**HOMO (spin up / spin down)**: -11.25 / -14.86 eV

Below is C2H2CuLiO2 as an isolated structure at a distorted geometry, with properties calculated with ωB97M-V/def2-TZVPD.

Structure (XYZ):
```
8
C2H2CuLiO2 | OMol25 | ωB97M-V/def2-TZVPD
H 1.2460 1.2732 -1.0315
O 1.4782 0.6437 0.9723
C 1.1546 0.4472 -0.2271
C -0.1805 0.0432 -0.5604
O -0.9319 -0.4608 0.3596
Cu -2.5836 -1.5592 0.0226
Li 0.1967 -0.2174 2.0893
H -0.3794 -0.1700 -1.6247
```

Values from the calculation:
**Spin multiplicity**: 2
**E_LUMO (spin up / spin down)**: -5.79 / -5.80 eV
**Charge**: +1
**ΔE to the lowest compared entry with this formula, charge and spin**: 0.000 eV
**HOMO (spin up / spin down)**: -12.24 / -13.79 eV

Below is a 2-piece molecular cluster, C2H2F2INO overall at a distorted geometry, with properties calculated with ωB97M-V/def2-TZVPD.

Structure (XYZ):
```
9
C2H2F2INO | OMol25 | ωB97M-V/def2-TZVPD
C 0.3498 -1.2114 0.2427
C -0.6641 0.8972 -1.1024
N 0.8000 -0.6070 1.3025
O 0.2094 -2.2739 -0.2007
F -0.2284 1.8753 -0.1715
F -0.0831 1.2025 -2.2352
I -2.7895 0.9131 -1.1095
H 1.2391 0.2933 1.1294
H 1.1669 -1.0892 2.1448
```

Values from the calculation:
**E_LUMO (spin up / spin down)**: -0.83 / -0.33 eV
**ΔE to the lowest compared entry with this formula, charge and spin**: 3.109 eV
**HOMO (spin up / spin down)**: -8.06 / -8.59 eV

Below is C2H2F2LiOPr as an isolated structure at a distorted geometry, with properties calculated with ωB97M-V/def2-TZVPD.

Structure (XYZ):
```
9
C2H2F2LiOPr | OMol25 | ωB97M-V/def2-TZVPD
F 2.0344 -0.7168 -0.1735
O -0.6968 -0.9423 -0.3577
Pr 0.9303 0.7938 0.2479
Li 1.3551 -2.3132 -0.5867
C -1.8359 -1.2288 -0.8587
C -3.0270 -0.7435 -0.3581
H -2.4009 -2.3018 -0.6628
F -2.6040 0.5537 -0.8665
H -3.6974 -1.0532 0.4386
```

Values from the calculation:
**Spin multiplicity**: 4
**E_LUMO (spin up / spin down)**: -16.31 / -14.84 eV
**Charge**: +3
**HOMO (spin up / spin down)**: -22.33 / -23.16 eV

Below is C2H2F2O3 as an isolated structure at a distorted geometry, with properties calculated with ωB97M-V/def2-TZVPD.

Structure (XYZ):
```
9
C2H2F2O3 | OMol25 | ωB97M-V/def2-TZVPD
C -1.2108 -0.0174 -0.2916
C 0.1184 -0.2790 0.3643
O -1.6369 -0.5238 -1.2671
O 0.8487 1.3797 -0.1825
O 0.8572 -1.2654 -0.0577
F -1.8773 0.9359 0.3650
F 0.1599 -0.0627 1.6761
H 1.0957 1.2132 -1.1062
H 1.6451 -1.3805 0.4996
```

Values from the calculation:
**E_LUMO**: -0.17 eV
**ΔE to the lowest compared entry with this formula, charge and spin**: 2.102 eV
**HOMO**: -11.02 eV

Below is an isolated ion of composition C2H2F2P and charge +1 at a distorted geometry, with properties calculated with ωB97M-V/def2-TZVPD.

Structure (XYZ):
```
7
C2H2F2P | OMol25 | ωB97M-V/def2-TZVPD
C -0.4443 -0.5031 -1.1519
C -0.9184 -0.5716 -0.0023
F 0.3724 1.7532 0.5625
F 1.8152 -0.0383 0.4865
P 0.4917 0.3667 1.2857
H 0.3286 -0.0480 -1.7582
H -1.6452 -0.9589 0.5777
```

Values from the calculation:
**E_LUMO**: -7.88 eV
**Charge**: +1
**ΔE to the lowest compared entry with this formula, charge and spin**: 0.828 eV
**HOMO**: -17.37 eV

Below is a 2-piece molecular cluster, C2H2F2S2 overall at a distorted geometry, with properties calculated with ωB97M-V/def2-TZVPD.

Structure (XYZ):
```
8
C2H2F2S2 | OMol25 | ωB97M-V/def2-TZVPD
C 0.5142 0.2126 0.3382
C 0.3809 0.2027 -1.1084
F 0.9554 1.2215 1.0739
F 0.9120 1.1197 -1.9320
S -1.5966 -0.9233 2.4350
S 1.5914 -0.9552 -0.3612
H -0.3576 -0.2206 -1.6637
H -2.3997 -0.6574 1.2182
```

Values from the calculation:
**Spin multiplicity**: 3
**E_LUMO (spin up / spin down)**: 0.53 / -2.61 eV
**ΔE to the lowest compared entry with this formula, charge and spin**: 0.867 eV
**HOMO (spin up / spin down)**: -8.43 / -9.68 eV

Below is a 2-piece molecular cluster, C2H2F3O3P overall at a distorted geometry, with properties calculated with ωB97M-V/def2-TZVPD.

Structure (XYZ):
```
11
C2H2F3O3P | OMol25 | ωB97M-V/def2-TZVPD
C 0.6280 -0.2157 -0.0911
C -2.4751 -0.1231 0.1816
O 2.9528 -1.5545 -0.4915
O 1.4255 0.6214 -0.9576
O 3.1851 0.5374 1.0951
F -2.9380 0.6603 1.3345
F -3.1421 -1.4420 0.3862
F -3.3586 0.4362 -0.8196
P 2.3794 -0.3040 0.0754
H -0.0172 0.5432 0.3684
H 0.0521 -1.0637 -0.4823
```

Values from the calculation:
**E_LUMO**: 6.82 eV
**Charge**: -2
**HOMO**: -0.62 eV

Below is a 2-piece molecular cluster, C2H2F5N overall at a distorted geometry, with properties calculated with ωB97M-V/def2-TZVPD.

Structure (XYZ):
```
10
C2H2F5N | OMol25 | ωB97M-V/def2-TZVPD
F 0.6742 3.2716 1.0237
C -0.4812 2.9030 1.4660
F -1.2291 2.4209 0.4490
F -1.1500 3.9491 2.0957
F -0.3207 1.9624 2.3302
H 1.7239 0.0533 0.5118
N 1.1873 0.2594 -0.3602
C 0.4190 -0.6797 -0.6646
F -0.0115 -1.6970 0.1675
H -0.0611 -0.8677 -1.5731
```

Values from the calculation:
**E_LUMO**: 0.93 eV
**ΔE to the lowest compared entry with this formula, charge and spin**: 0.374 eV
**HOMO**: -11.46 eV

Below is C2H2FFeO2 as an isolated structure at a distorted geometry, with properties calculated with ωB97M-V/def2-TZVPD.

Structure (XYZ):
```
8
C2H2FFeO2 | OMol25 | ωB97M-V/def2-TZVPD
H 1.8198 0.0398 0.5761
O -0.5699 0.0480 -1.2348
C 0.3260 0.6011 -0.6428
C 0.7306 0.2779 0.7696
O -0.0221 -0.7329 1.2671
F 0.9151 1.6565 -1.1859
H 0.6932 1.2314 1.3395
Fe -1.3880 -1.4063 0.1565
```

Values from the calculation:
**Spin multiplicity**: 6
**E_LUMO (spin up / spin down)**: 0.55 / -0.09 eV
**ΔE to the lowest compared entry with this formula, charge and spin**: 1.474 eV
**HOMO (spin up / spin down)**: -6.80 / -9.74 eV

Below is a 2-piece molecular cluster, C2H2FI overall at a distorted geometry, with properties calculated with ωB97M-V/def2-TZVPD.

Structure (XYZ):
```
6
C2H2FI | OMol25 | ωB97M-V/def2-TZVPD
C 0.7893 0.6232 0.5870
C 0.7417 -0.0476 -0.4641
I 0.2651 -0.8116 -2.2015
H 0.8223 0.5994 1.6400
F -1.7711 -0.1073 0.0846
H -0.8473 -0.2561 0.3540
```

Values from the calculation:
**E_LUMO**: 0.22 eV
**ΔE to the lowest compared entry with this formula, charge and spin**: 1.578 eV
**HOMO**: -9.93 eV

Below is C2H2FI3O as an isolated structure at a distorted geometry, with properties calculated with ωB97M-V/def2-TZVPD.

Structure (XYZ):
```
9
C2H2FI3O | OMol25 | ωB97M-V/def2-TZVPD
C 1.7337 0.5082 0.0747
C 1.5823 -0.8314 -0.3834
O -0.9246 -0.0385 -0.3197
F 1.7120 -1.2017 -1.6826
I 3.7959 0.9217 0.2838
I 0.7019 1.9313 -1.2153
I 1.3071 -2.4509 0.8253
H 1.1404 0.7853 1.0329
H -1.6569 0.0098 -1.0523
```

Values from the calculation:
**E_LUMO (spin up / spin down)**: -0.79 / -1.98 eV
**ΔE to the lowest compared entry with this formula, charge and spin**: 4.513 eV
**HOMO (spin up / spin down)**: -9.48 / -7.75 eV